6 unconnected molecules or ions with the total composition C24H42O12, computed with the ωB97M-V functional and the def2-TZVPD basis.

Cartesian coordinates (Å):
C  -30.0599  -13.2053  -7.5144
C  -28.7113  -13.7904  -6.8521
C  -29.2302  -13.9712  -5.3954
O  -30.6517  -13.7023  -5.3905
C  -31.2208  -13.6163  -6.6852
H  -30.1222  -13.5234  -8.5550
H  -29.8972  -12.1321  -7.4151
H  -27.8067  -13.2075  -7.0255
H  -28.5893  -14.7459  -7.3622
H  -28.7526  -13.2983  -4.6832
H  -29.1930  -14.9754  -4.9734
H  -32.0124  -12.8691  -6.7434
H  -31.7026  -14.5086  -7.0849
C  -31.3381  -18.0827  -7.8787
C  -31.9219  -19.2861  -8.7369
C  -32.2504  -20.3409  -7.6213
O  -31.4106  -19.9619  -6.4839
C  -31.1468  -18.5413  -6.4470
H  -31.9550  -17.1922  -7.9995
H  -30.4577  -17.4904  -8.1281
H  -31.0949  -19.6506  -9.3463
H  -32.6910  -19.0068  -9.4570
H  -31.9463  -21.3543  -7.8831
H  -33.2858  -20.3108  -7.2818
H  -30.1895  -18.4225  -5.9395
H  -31.9021  -18.0460  -5.8369
C  -30.9879  -12.1804  -0.4733
C  -32.2109  -12.9273  -0.7316
C  -33.3528  -11.8931  -0.5259
O  -32.7908  -10.8986  0.2371
C  -31.4175  -10.7834  0.1300
H  -30.4107  -11.9431  -1.3669
H  -30.3341  -12.7783  0.1617
H  -32.3154  -13.7866  -0.0692
H  -32.3564  -13.4065  -1.6997
H  -34.1773  -12.2777  0.0744
H  -33.6862  -11.4644  -1.4710
H  -31.0171  -10.7343  1.1426
H  -31.1668  -9.8918  -0.4446
C  -29.5746  -22.6634  0.0977
C  -29.8623  -22.3474  -1.3574
C  -28.5736  -21.7045  -2.0151
O  -28.1014  -22.5655  -2.9402
C  -29.0036  -23.6374  -2.9446
O  -28.7536  -24.6419  -3.6398
O  -29.9590  -23.5645  -2.0827
H  -29.5041  -21.6629  0.5244
H  -28.6586  -23.2132  0.3141
H  -30.3591  -23.2223  0.6080
H  -30.7113  -21.6958  -1.5639
H  -27.8628  -21.4746  -1.2214
H  -28.6061  -20.7349  -2.5121
C  -32.4576  -14.6623  7.6397
C  -31.6116  -15.5996  6.8350
C  -32.3937  -16.1512  5.6314
O  -31.4043  -16.1760  4.6614
C  -30.4848  -15.2644  4.9567
O  -29.5739  -14.8089  4.2269
O  -30.6635  -14.8542  6.1815
H  -32.8828  -13.8428  7.0603
H  -32.0347  -14.2550  8.5580
H  -33.2701  -15.2070  8.1206
H  -31.0473  -16.3641  7.3690
H  -33.3379  -15.6964  5.3318
H  -32.6228  -17.1876  5.8796
C  -29.2806  -16.1119  0.7920
C  -29.6681  -16.2125  -0.6858
C  -28.5451  -15.7668  -1.5947
O  -28.5837  -16.7339  -2.6460
C  -29.4372  -17.6935  -2.3403
O  -29.6680  -18.6347  -3.0422
O  -29.9604  -17.4648  -1.1646
H  -28.2214  -16.1439  1.0472
H  -29.6394  -17.0221  1.2725
H  -29.8331  -15.3374  1.3240
H  -30.5959  -15.6689  -0.8642
H  -27.5325  -16.0017  -1.2668
H  -28.6533  -14.7289  -1.9098

Force components x, y, z for each atom (eV/Å):
C 2.56 0.74 -0.61
C -2.61 -0.90 -0.23
C -0.41 -0.10 -0.37
O -0.73 0.08 0.54
C 0.77 0.34 0.03
H -0.03 0.36 -0.05
H -0.49 0.16 -0.50
H -0.36 0.20 0.28
H 0.43 -0.26 0.36
H -0.09 0.16 -0.08
H 0.74 -0.22 -0.28
H 0.07 0.20 0.52
H 0.17 -0.81 0.41
C -0.58 1.46 -0.66
C 1.86 0.38 1.07
C 1.16 1.02 -1.15
O -0.82 0.86 0.24
C -0.26 -1.39 -1.30
H -1.07 -0.33 0.70
H 0.91 -1.23 -0.86
H -0.08 -0.34 0.04
H -0.33 -0.05 0.66
H -0.19 -0.03 0.25
H -0.14 -0.03 0.35
H 0.10 -0.05 0.08
H -0.45 -0.28 0.78
C 2.37 1.68 -0.45
C -2.77 -1.23 -0.54
C 0.36 -0.89 -0.09
O -0.97 1.59 1.49
C 0.52 -1.82 0.41
H 0.01 -0.30 -0.25
H 0.16 0.47 0.28
H -0.13 0.22 0.51
H 0.48 0.33 -0.40
H -0.24 -0.16 -0.45
H -0.28 -0.25 -0.27
H 0.13 0.51 -0.01
H 0.39 -0.20 -0.22
C -0.76 0.72 0.27
C 1.82 0.58 -0.14
C -0.33 2.97 1.99
O -1.30 -3.23 -0.88
C 4.21 -4.32 -3.83
O -1.24 3.30 1.83
O -1.32 0.57 0.24
H 0.10 -0.10 0.63
H 0.19 0.16 -0.61
H -0.28 0.20 -0.21
H -0.28 -0.38 0.38
H 0.40 -0.63 0.23
H -1.20 0.18 0.09
C -0.83 -0.24 1.80
C -1.85 0.47 0.14
C -0.40 -2.23 2.00
O 0.40 -0.19 -2.31
C 3.71 2.11 -2.78
O -3.21 -2.03 1.85
O 2.09 2.06 0.20
H 0.18 -0.18 -0.18
H 0.85 0.21 -0.38
H -0.46 -0.29 -0.49
H -0.59 -0.25 0.37
H 0.37 0.67 -0.06
H -0.28 -0.12 -0.25
C -0.88 -1.31 0.45
C 0.63 2.47 1.19
C 1.02 -0.32 -0.16
O -0.30 0.76 -1.80
C 0.43 -0.11 -0.66
O -0.30 -0.39 -0.32
O -1.13 -2.87 0.99
H 0.04 0.55 -0.45
H -0.27 -0.18 0.04
H 0.43 0.28 -0.18
H 0.16 0.61 0.09
H -0.10 0.89 1.09
H 0.13 -0.23 -0.41

Summary:
ΔE to the lowest compared entry with this formula, charge and spin: 88.6 kcal/mol
Total charge: +1
Kohn-Sham gap (alpha / beta): 0.307 / 0.084 Eh
LUMO level (alpha / beta): -2.70 / -8.75 eV
2S+1: 2
⟨S²⟩: 0.755